Entry 1:
Entry from the Open Molecules 2025 dataset: a molecular structure, C14H20Br2N (ωB97M-V with the def2-TZVPD basis set).

Structure (XYZ):
```
37
Properties=species:S:1:pos:R:3:mulliken_charge:R:1
C -0.22878 3.71690 1.85917 -0.4194
C -0.53638 2.43836 1.69359 -0.1561
N -0.68248 0.95525 1.65907 0.4441
C -2.04903 0.40794 1.51757 -0.1885
C -2.34906 -1.15412 1.41878 -0.6210
C -1.14981 -2.18007 1.50575 -0.3658
C 0.31334 -1.56235 1.66767 -0.3854
C 0.47475 0.03005 1.73748 0.3313
C 1.94200 0.67734 1.85361 0.3630
C 3.03107 -0.30053 2.59818 -1.3901
C 2.56895 0.97900 0.37278 -0.9685
C 1.51444 0.82501 -0.84113 0.1297
C 2.30865 1.07539 -2.26244 -1.0203
H -0.01413 4.83115 1.66161 0.3714
H -2.94494 1.14870 1.47545 0.3516
H -3.44074 -1.52879 1.28533 0.5181
H -1.24540 -3.33180 1.42228 0.3549
H 1.19196 -2.29883 1.71890 0.2130
H 1.91225 1.63830 2.51691 0.3797
H 4.06997 0.16793 2.33942 0.3882
H 3.05126 -1.36655 2.17116 0.3385
H 2.92809 -0.23505 3.74061 0.3451
H 3.52180 0.34767 0.16849 0.4375
H 2.88798 2.09646 0.39183 0.2053
H 1.04462 -0.22703 -0.94183 0.1132
H 0.71581 1.65420 -0.72234 0.1371
H 2.35978 0.07307 -2.85493 0.2657
H 3.39505 1.41941 -2.11620 0.3214
H 1.65347 1.79518 -2.87583 0.2989
Br -2.44126 -0.88507 -1.03873 0.1091
C -3.26673 -1.99337 -2.41830 -0.6340
C -3.23506 -1.30877 -3.76357 -0.6344
Br -4.59397 0.08341 -3.87919 -0.1167
H -4.27599 -2.22734 -2.07624 0.3781
H -2.67319 -2.90978 -2.43868 0.3756
H -3.48180 -2.01382 -4.56001 0.3711
H -2.27650 -0.83747 -3.98625 0.3585
```

* energy: -156401.0291 eV
* HOMO: -12.12 eV
* frontier orbital gap: 0.266 hartree
* net charge: +1
* strongest force on any atom: 7.57 eV Å⁻¹

Entry 2:
Entry from the Open Molecules 2025 dataset: C14H20ClNO in the gas phase (ωB97M-V with the def2-TZVPD basis set).

Structure (XYZ):
```
37
Properties=species:S:1:pos:R:3:mulliken_charge:R:1
C 4.73434 0.67577 -0.38331 -1.2460
C 4.25062 -0.76854 -0.42518 -0.5990
C 2.72618 -0.84269 -0.43825 0.2478
C 2.21262 -2.27975 -0.47598 -1.1223
C 0.68668 -2.37186 -0.52603 -0.6538
H 0.40448 -3.40143 -0.74886 0.3741
C 0.00018 -1.93562 0.78074 -1.0114
N -0.88283 -0.79195 0.60365 0.4303
C -2.21920 -0.98751 0.59872 0.7036
O -2.73061 -2.08120 0.71969 -0.6628
C -3.07091 0.26994 0.46707 -0.3157
H -2.62494 1.13112 0.96362 0.2058
H -4.06760 0.06224 0.85544 0.4004
Cl -3.25917 0.68121 -1.25478 -0.2017
C -0.26131 0.48198 0.49201 -1.0140
C -0.10400 1.09474 -0.74411 0.2865
C 0.54740 2.31304 -0.83000 -0.9099
C 1.04863 2.91923 0.30871 -0.4615
C 0.89299 2.30859 1.54230 -0.6894
C 0.24025 1.09306 1.63647 -0.0796
H 0.11294 0.61068 2.59507 0.4581
H 1.28065 2.77930 2.43353 0.4153
H 1.56083 3.86672 0.23682 0.4313
H 0.66732 2.78682 -1.79256 0.4175
H -0.49221 0.62060 -1.63164 0.5226
H 0.74939 -1.67690 1.53312 0.4726
H -0.62516 -2.74186 1.16895 0.4662
H 0.31901 -1.75314 -1.34609 0.3757
H 2.61871 -2.77441 -1.36128 0.4497
H 2.57863 -2.82315 0.39850 0.3095
H 2.35008 -0.30376 -1.31094 0.2969
H 2.34433 -0.33267 0.44797 -0.0023
H 4.64710 -1.26013 -1.31632 0.3570
H 4.63246 -1.30588 0.44599 0.3493
H 5.82080 0.71787 -0.36797 0.4057
H 4.38067 1.22028 -1.25613 0.2988
H 4.35648 1.17783 0.50507 0.2947
```

* energy: -30903.2398 eV
* SMILES: CCCCCCN(C(=O)CCl)c1ccccc1
* HOMO: -9.30 eV
* frontier orbital gap: 0.370 hartree
* relative energy (zero: lowest compared OMol25 entry of this formula, charge and spin): 8.52 kJ/mol
* strongest force on any atom: 0.52 eV Å⁻¹